1.
Formula: C20H45F3N3O6PSSi
Source: the OMol25 dataset
Level of theory: wB97M-V/def2-TZVPD

Computed properties:
HOMO level	-9.11	eV
2S+1	1
M	571.72	g/mol
DFT total energy	-2733.26411	a.u.
LUMO energy	0.007	Ha

XYZ file:
```
80
Properties=species:S:1:pos:R:3:forces:R:3:lowdin_charge:R:1
C 3.467 -0.729 4.727 0.7280 -0.0715 -0.0583 -0.1610
C 4.799 -0.240 3.885 -0.9431 0.7092 -0.2322 -0.2478
C 4.322 1.025 2.948 0.1977 -0.5035 -1.6650 -0.2242
C 4.304 0.576 1.337 -0.1120 0.6786 1.1083 -0.2145
C 3.555 1.799 0.543 0.5333 0.4176 -0.9057 -0.2188
C 2.151 1.391 -0.200 1.3131 -0.7362 -0.7857 -0.2330
C 1.082 0.571 0.733 0.6874 -0.5948 -0.2684 -0.2531
Si -0.358 1.627 1.452 -0.7057 -2.2344 -1.8549 0.6109
C -1.999 0.581 1.237 -0.8775 -0.0809 0.6526 -0.2109
C -1.781 -1.025 1.489 -0.6833 -0.3598 0.6755 -0.4005
C -2.834 -1.644 2.629 0.6246 0.0790 0.1941 -0.0745
O -2.011 -1.781 0.227 -0.8675 2.1854 0.7505 -0.1503
C -0.656 3.313 0.572 -1.2184 2.1157 -0.4525 -0.3112
F 0.303 4.288 1.157 -2.8113 -2.1155 -2.3964 -0.0318
F -0.656 3.259 -0.910 0.1998 0.8620 4.3936 -0.0169
F -2.042 3.771 0.962 4.0207 -0.8148 -1.2276 -0.0557
P -0.192 2.030 3.619 -0.4655 0.8094 4.4440 0.2969
O -1.658 2.840 4.166 1.8417 -1.5348 -0.0016 -0.3413
O 1.165 3.031 4.061 -3.5542 0.3121 -0.7944 -0.3079
S -0.140 0.325 4.630 0.1825 1.0832 -1.2298 0.2690
H 2.786 -1.462 4.106 1.4329 1.4746 1.0698 0.0734
H 2.818 0.218 4.972 1.3431 -2.0387 -0.1047 0.0359
H 3.850 -1.308 5.672 -1.0850 1.1889 -1.6177 0.0741
H 5.174 -1.141 3.213 -0.5729 2.0157 1.3853 0.1089
H 5.666 0.156 4.576 -1.8093 -1.1324 -1.1830 0.1057
H 3.231 1.408 3.179 2.1696 -0.9056 -0.1464 0.0819
H 5.024 1.964 2.995 -1.2281 -1.8394 0.1513 0.1140
H 5.423 0.376 0.971 -2.5920 0.5799 0.6568 0.1230
H 3.717 -0.433 1.244 1.0330 1.8596 0.0563 0.1036
H 4.316 2.187 -0.291 -1.8718 -0.8319 1.6453 0.1175
H 3.353 2.743 1.235 0.4553 -2.1267 -1.1266 0.1139
H 1.731 2.356 -0.712 0.5031 -1.8672 1.1060 0.1001
H 2.450 0.655 -1.091 -0.6103 1.6311 1.9134 0.1071
H 0.596 -0.301 0.078 0.7994 1.9798 1.4697 0.1098
H 1.588 0.018 1.652 -0.7969 1.1802 -1.9044 0.0856
H -2.458 0.780 0.160 0.9351 -0.4054 2.2590 0.0943
H -2.742 0.959 2.069 1.2064 -0.5959 -1.8855 0.0893
H -0.693 -1.252 1.879 -2.1741 0.3645 -1.1108 0.1174
H -3.454 -0.797 3.173 1.1970 -1.8049 -1.2430 0.0807
H -2.177 -2.175 3.458 -1.5317 0.9935 -1.7180 0.0784
H -3.538 -2.439 2.099 1.4921 1.8071 1.2120 0.0931
H -2.830 -1.341 -0.180 1.6663 -0.9994 0.8614 0.1075
H -2.054 2.307 4.941 1.2342 0.8977 -1.6933 0.0770
H 0.790 3.967 4.163 0.8515 -1.5914 -0.2291 0.0896
C -4.112 4.622 -1.288 -0.1077 -0.0457 -0.0856 -0.0609
N -5.207 3.678 -1.378 0.4023 -1.3870 0.3920 -0.2028
C -6.502 4.149 -1.820 -0.1693 -0.3043 0.0283 -0.0509
C -5.054 2.346 -1.056 -0.6278 0.6301 -0.3006 -0.3216
O -5.934 1.496 -1.109 0.5096 0.7257 -0.0279 0.0008
H -4.384 5.413 -0.583 0.2169 0.0491 -0.0651 0.0942
H -3.937 5.055 -2.277 0.1225 0.1107 0.1217 0.0918
H -3.197 4.133 -0.943 -0.3167 0.0780 -0.1125 0.0520
H -7.239 3.955 -1.034 -0.0737 0.0831 -0.2029 0.0933
H -6.793 3.599 -2.719 -0.1531 0.1432 0.0915 0.0931
H -6.470 5.220 -2.038 0.1083 -0.2247 0.0766 0.0876
H -4.030 2.094 -0.732 0.0254 0.1938 -0.0242 0.1072
C 5.250 -2.778 -4.341 -0.1977 0.0688 0.0405 -0.0652
N 4.654 -1.713 -3.561 0.9862 0.7856 0.7422 -0.2076
C 3.216 -1.545 -3.593 -0.0056 0.2572 0.1818 -0.0518
C 5.411 -0.856 -2.791 -0.7451 -0.1497 -0.2045 -0.3143
O 4.973 0.062 -2.110 0.0257 -0.7195 -0.5490 -0.0031
H 5.003 -2.625 -5.396 0.1261 -0.1967 0.0101 0.0896
H 4.842 -3.735 -4.003 0.1474 -0.0483 -0.1765 0.0903
H 6.337 -2.790 -4.225 -0.1950 0.0731 0.0356 0.0848
H 2.983 -0.541 -3.962 -0.1693 -0.1221 0.0652 0.0937
H 2.823 -1.646 -2.577 -0.1477 0.0400 -0.1419 0.0868
H 2.753 -2.293 -4.242 0.1904 0.1134 0.1202 0.0882
H 6.491 -1.073 -2.839 -0.0607 -0.0858 -0.0767 0.1307
C -2.917 -3.452 -2.119 -0.1317 -0.2910 0.0721 -0.0771
N -2.831 -4.738 -2.778 1.1159 -0.0600 -0.9993 -0.2066
C -3.808 -5.757 -2.455 0.1262 -0.2270 -0.2003 -0.0511
C -1.848 -5.023 -3.701 -0.6902 -0.4218 0.3498 -0.3294
O -1.716 -6.087 -4.294 -0.2872 0.7189 0.5730 -0.0001
H -2.829 -3.601 -1.039 0.0125 0.2326 -0.1381 0.0766
H -3.887 -3.001 -2.349 0.0519 0.1603 0.0869 0.0929
H -2.121 -2.782 -2.455 -0.0821 -0.1880 0.0478 0.0846
H -3.289 -6.637 -2.063 -0.2242 -0.0106 -0.0363 0.0929
H -4.341 -6.040 -3.367 -0.0430 -0.1176 0.1895 0.0927
H -4.520 -5.387 -1.712 0.2044 0.0255 -0.1510 0.0879
H -1.158 -4.180 -3.872 -0.0807 0.0707 0.0979 0.1257
```
Forces are in eV/Å.



2.
Formula: C20H45F8N9O18S8
Source: the OMol25 dataset
Level of theory: wB97M-V/def2-TZVPD

Computed properties:
HOMO level	-9.60	eV
2S+1	1
M	1108.15	g/mol
DFT total energy	-6620.42893	a.u.
LUMO energy	-0.017	Ha

XYZ file:
```
108
Properties=species:S:1:pos:R:3:forces:R:3:lowdin_charge:R:1
C 4.365 5.527 3.706 0.4144 -0.7214 0.1423 -0.0580
C 3.158 4.577 3.795 0.6868 1.4598 0.6493 -0.1278
N 1.973 5.232 3.227 -1.1772 -0.4091 -2.2106 -0.0176
C 1.420 6.450 3.558 0.3873 0.1717 1.2902 -0.0137
C 0.245 6.605 2.903 0.1825 -0.5033 -0.6090 0.0153
N 0.133 5.503 2.072 0.7368 0.2040 0.7609 -0.0771
C 1.176 4.717 2.283 -0.2473 -0.7722 0.1835 -0.0610
C -1.015 5.157 1.265 -0.0871 0.0002 -0.4485 0.0302
H 4.060 6.509 4.056 0.3237 0.2278 -0.3542 0.0627
H 4.859 5.496 2.735 -0.6291 0.5313 -0.3313 0.0847
H 5.198 5.198 4.333 -0.4071 -0.1620 0.4587 0.0810
H 2.886 4.490 4.847 0.2413 -0.6877 0.0229 0.1317
H 3.395 3.639 3.304 -0.5913 -0.1445 -0.0132 0.1236
H 1.927 7.015 4.322 -0.3467 0.3571 -0.1072 0.1279
H -0.543 7.337 2.881 0.2830 0.2655 0.2514 0.1338
H 1.213 3.725 1.857 0.6098 0.2383 -0.0120 0.1207
H -1.509 6.090 1.005 -0.2374 -0.1693 0.0081 0.1093
H -1.666 4.468 1.805 -0.0820 0.1909 0.1043 0.0897
H -0.678 4.688 0.342 0.0520 0.0786 0.0404 0.0712
C 1.041 1.048 -4.599 0.3478 -0.1032 -0.1954 0.0260
C 1.445 1.323 -6.022 0.5020 -1.5923 0.5002 -0.3893
O 2.532 1.162 -6.459 0.3221 0.4906 -0.1806 0.1829
N 0.337 1.545 -7.005 0.1642 0.1285 0.0738 0.0656
H -0.315 0.768 -6.890 -0.1018 0.0840 -0.1839 0.1831
H -0.170 2.431 -6.691 -0.2760 0.1259 -0.2245 0.0861
C 0.840 1.718 -8.405 -0.3450 0.6277 0.0020 0.0062
H 1.939 0.778 -4.046 0.1797 0.5624 -0.0467 0.1009
H 0.475 0.112 -4.555 -0.5854 0.3081 -0.2204 0.0999
H 0.539 1.908 -4.163 -0.1705 -0.1760 0.1710 0.0611
H 0.013 2.007 -9.048 -0.1648 -0.1346 0.1616 0.0962
H 1.336 0.835 -8.788 0.0646 -0.0709 0.2914 0.1024
H 1.508 2.574 -8.362 0.1982 -0.1597 -0.1282 0.1067
C 0.208 -1.078 -1.271 -0.1084 1.3715 -0.2383 0.0225
C -1.127 -0.524 -0.870 0.4918 -0.0881 -0.7084 -0.3943
O -2.172 -1.059 -0.994 -0.5599 -0.0054 0.2777 0.1729
N -1.110 0.931 -0.432 0.3331 0.3614 0.3219 0.0645
H -1.047 1.011 0.607 -0.5525 -0.3156 -0.0040 0.0881
H -0.206 1.409 -0.685 -0.4004 -0.3658 -0.3185 0.0787
C -2.288 1.696 -0.970 0.7465 -0.2640 -0.4308 0.0240
H 0.712 -0.261 -1.795 0.2024 0.0123 0.0805 0.0643
H 0.118 -1.885 -1.987 -0.1787 -0.4039 0.5230 0.1008
H 0.810 -1.276 -0.388 0.0898 -0.3601 -0.0986 0.0749
H -2.213 2.752 -0.729 0.0979 -0.1010 0.3874 0.0897
H -3.207 1.242 -0.619 0.0049 0.0080 -0.0584 0.0982
H -2.147 1.627 -2.047 -0.5736 0.0161 -0.0740 0.0947
C -0.658 -2.159 2.414 0.8952 0.6997 0.2308 -0.0801
C -0.458 -3.670 2.444 -0.2935 0.0590 0.0165 -0.2047
C -1.281 -4.359 3.551 -0.2019 -0.1735 -0.8337 -0.1051
N -1.179 -5.869 3.512 -1.1376 -0.3071 1.1138 -0.2616
C 0.198 -6.329 3.911 -0.4061 0.2251 -0.9593 0.0533
C -1.633 -6.448 2.202 1.8738 -0.7972 -0.7295 -0.0971
C -2.047 -7.896 2.466 -2.4007 0.6060 0.9272 -0.1122
C -2.357 -7.908 3.981 0.2942 -0.9329 0.3259 -0.1673
C -2.218 -6.500 4.479 1.4682 0.3551 0.4277 -0.0931
H -1.614 -1.800 2.031 -0.3634 -0.3979 0.5280 0.0707
H 0.044 -1.671 1.730 0.2784 -0.4596 -0.0697 0.0652
H -0.387 -1.704 3.369 -0.5249 0.1294 0.1110 0.0773
H 0.581 -3.942 2.626 0.1521 0.3163 -0.2016 0.1083
H -0.695 -3.982 1.426 -0.1634 -0.6986 0.2423 0.1002
H -2.352 -4.171 3.467 0.0146 0.2514 -0.1493 0.1318
H -0.977 -4.054 4.551 0.1496 0.1017 -0.0192 0.1392
H 0.842 -6.063 3.074 0.2778 -0.0112 0.2087 0.0979
H 0.208 -7.409 4.020 -0.0553 0.0351 0.0865 0.1108
H 0.467 -5.817 4.830 0.0919 -0.0656 0.0136 0.1136
H -0.772 -6.487 1.533 -0.1535 0.5546 -0.2061 0.0982
H -2.411 -5.798 1.813 -0.1039 -0.1490 -0.0056 0.1473
H -1.414 -8.732 2.196 0.4295 0.4736 -0.3756 0.1199
H -3.028 -8.018 2.002 0.2964 -0.2985 -0.5205 0.1198
H -1.620 -8.560 4.454 -0.0207 0.1727 0.2497 0.1084
H -3.317 -8.319 4.292 -0.0940 0.0206 -0.3873 0.1211
H -1.767 -6.502 5.472 -0.1082 0.3113 0.0500 0.1325
H -3.123 -5.897 4.516 0.0096 0.0084 -0.4188 0.1341
N -0.989 3.846 -6.466 -1.2048 1.2009 2.4771 -0.3187
S -0.585 5.171 -7.223 0.1670 1.8434 -5.6800 0.5047
O 0.793 5.527 -7.126 -0.5057 -0.0551 0.5065 -0.2578
O -1.628 6.158 -7.419 1.2856 -0.9509 1.5935 -0.2584
F -0.642 4.501 -8.724 0.3205 -0.3430 0.6686 -0.2336
S -1.467 4.543 -5.026 -1.0972 -0.6635 2.2845 0.5441
O -2.847 4.911 -4.861 1.2116 -0.3661 -0.9366 -0.2505
O -0.454 5.379 -4.455 -0.5073 -0.4072 -0.6667 -0.2547
F -1.405 3.190 -4.175 0.2315 -0.3534 -0.2219 -0.2151
N -1.279 1.275 2.292 -3.2714 -0.0911 1.4600 -0.2878
S -0.424 1.780 3.453 7.6292 0.4540 1.8607 0.4522
O -0.003 0.833 4.453 -1.1429 0.6629 -0.6019 -0.2529
O -0.524 3.159 3.839 -1.0245 -0.2694 -0.0009 -0.2573
F 0.918 1.819 2.520 -0.1736 -0.0049 0.0518 -0.2329
S -2.710 1.255 3.138 -4.8701 -3.2062 -1.9551 0.5616
O -3.519 2.427 2.939 1.3644 -0.3995 0.6726 -0.2555
O -2.832 0.408 4.307 1.2080 2.1378 -0.5597 -0.2488
F -3.395 0.210 2.111 0.2120 0.4639 -0.5779 -0.2191
N 0.004 -5.822 -0.992 2.8992 1.9321 0.7715 -0.2708
S 1.525 -5.202 -0.666 -0.4010 3.0921 0.7836 0.5400
O 2.437 -5.098 -1.763 -0.5634 -0.4747 0.8429 -0.2505
O 1.966 -5.479 0.682 -0.0366 -0.3299 -1.0363 -0.2970
F 1.036 -3.669 -0.492 -0.2221 -0.3610 -0.1489 -0.2283
S 0.454 -7.294 -1.107 -1.6267 -6.0939 -2.6797 0.4212
O 0.612 -8.056 0.109 0.0261 0.9181 0.0795 -0.3076
O 1.296 -7.677 -2.220 -0.0121 1.0029 1.3553 -0.2791
F -0.954 -7.840 -1.660 -0.2685 0.2768 0.4569 -0.2148
N 1.288 2.205 -0.920 3.3770 -1.2784 1.1528 -0.2956
S 2.883 1.935 -0.472 1.6434 -3.6003 2.6135 0.5637
O 3.197 2.323 0.885 -0.5068 0.7639 -1.5270 -0.2778
O 3.914 1.975 -1.479 -1.7094 0.6481 0.6905 -0.2309
F 2.648 0.381 -0.238 -0.1170 -0.1614 -0.4000 -0.1837
S 1.515 3.601 -1.512 -3.9181 5.2676 -2.9364 0.4642
O 1.930 3.648 -2.876 0.7348 -0.0983 0.6933 -0.2420
O 1.864 4.649 -0.579 0.4140 -1.1493 -0.6564 -0.2572
F -0.099 3.875 -1.717 0.4104 -0.1473 0.4089 -0.2347
```
Forces are in eV/Å.



Which of these has the highest DFT total energy? C20H45F3N3O6PSSi